No. 1
Molecular formula: C13H12BrN3O2S
Method: DFT, ωB97M-V with the def2-TZVPD basis set

Summary:
Structure (SMILES): O=C(C[C@@H]1SC2=NCCN2C1=O)Nc1ccc(Br)cc1
Max |F|: 17.54 eV Å⁻¹
Charge: 0
Energy above the lowest of the compared OMol25 structures with the same formula, charge and spin: 221.9 kcal/mol

Each atom is followed by the atoms it is bonded to, with distances in Å.
Positions of all 32 atoms, in Å:
1 O 0.3148 -1.4837 -0.6293  C2 1.271
2 C 0.6502 -0.3267 -0.2227  O1 1.271, N3 1.322, C16 1.327
3 N 1.5884 0.3311 -0.8827  C2 1.322, C4 1.473, H15 1.140
4 C 2.4870 0.0356 -2.0124  N3 1.473, C5 1.227, C9 1.467
5 C 2.3313 -0.9513 -2.7252  C4 1.227, C6 1.501, H14 1.335
6 C 3.1688 -1.4666 -3.8591  C5 1.501, C7 1.388, H13 0.907
7 C 4.2568 -0.6747 -4.1970  C6 1.388, C8 1.453, Br12 1.992
8 C 4.2667 0.6688 -3.6440  C7 1.453, C9 1.348, H11 0.952
9 C 3.5203 0.9269 -2.5516  C4 1.467, C8 1.348, H10 1.137
10 H 3.7103 1.8034 -1.8530  C9 1.137
11 H 5.0077 1.1291 -4.0256  C8 0.952
12 Br 5.1101 -0.9580 -5.9741  C7 1.992
13 H 2.9449 -2.1749 -4.3786  C6 0.907
14 H 1.4434 -1.9239 -2.5037  C5 1.335
15 H 2.0084 1.3411 -0.5608  N3 1.140
16 C 0.2917 0.2922 0.8953  C2 1.327, H17 1.203, H18 1.143, C19 1.645
17 H 1.0702 0.7026 1.7151  C16 1.203
18 H -0.2243 1.2587 0.5704  C16 1.143
19 C -0.9817 -0.4950 1.5778  C16 1.645, C20 1.423, S31 1.829, H32 1.080
20 C -1.3648 0.0665 2.8278  C19 1.423, O21 1.245, N22 1.308
21 O -0.7079 0.7304 3.6506  C20 1.245
22 N -2.6631 0.0285 2.6713  C20 1.308, C23 1.405, C28 1.652
23 C -3.4084 -0.4250 1.5695  N22 1.405, N24 1.144, S31 1.688
24 N -4.5523 -0.4219 1.5947  C23 1.144, C25 1.553
25 C -5.2289 0.5295 2.6192  N24 1.553, H26 1.248, H27 0.914, C28 1.628
26 H -5.7893 -0.2665 3.4009  C25 1.248
27 H -5.5088 1.3978 2.6725  C25 0.914
28 C -3.8991 0.6896 3.5446  N22 1.652, C25 1.628, H29 1.223, H30 1.168
29 H -3.6108 0.1525 4.6054  C28 1.223
30 H -3.5998 1.7745 3.8559  C28 1.168
31 S -2.3077 -0.9779 0.4149  C19 1.829, C23 1.688
32 H -0.3238 -1.3126 1.8339  C19 1.080


No. 2
Molecular formula: C3H12NO2
Method: DFT, ωB97M-V with the def2-TZVPD basis set

Summary:
Max |F|: 1.15 eV Å⁻¹
Charge: +1
Energy above the lowest of the compared OMol25 structures with the same formula, charge and spin: 11.9 kcal/mol

Each atom is followed by the atoms it is bonded to, with distances in Å.
Positions of all 18 atoms, in Å:
1 O -0.5477 1.9104 1.0715  C2 1.408, H6 0.963
2 C -0.6263 0.7421 1.8528  O1 1.408, C3 1.508, H7 1.090, H8 1.093
3 C -0.8120 -0.4050 0.8910  C2 1.508, N4 1.506, H9 1.086, H10 1.085
4 N 0.3176 -0.3976 -0.1053  C3 1.506, C5 1.474, H11 1.029, H12 1.026
5 C 0.9001 -1.6925 -0.4998  N4 1.474, H13 1.080, H14 1.092, H15 1.091
6 H -0.4071 2.6708 1.6462  O1 0.963
7 H -1.4515 0.7247 2.5644  C2 1.090
8 H 0.2967 0.5738 2.4140  C2 1.093
9 H -0.8153 -1.3472 1.4313  C3 1.086
10 H -1.7264 -0.3637 0.3080  C3 1.085
11 H 0.0791 0.1841 -0.9198  N4 1.029
12 H 1.0465 0.2087 0.2870  N4 1.026
13 H 0.1505 -2.3836 -0.8551  C5 1.080
14 H 1.5981 -1.5524 -1.3285  C5 1.092
15 H 1.4948 -2.0946 0.3221  C5 1.091
16 H -0.5638 1.1611 -3.2563  O18 0.966
17 H 0.9136 0.9950 -3.2082  O18 0.967
18 O 0.1531 1.0661 -2.6152  H16 0.966, H17 0.967